ORCA calculation (the ωB97M-V functional and the def2-TZVPD basis) on a gas-phase ion, C6H8N3O (charge +1).

Geometry (Å):
C -2.89 1.01 1.50
C -1.91 0.86 0.81
C 0.28 -1.82 0.58
C 1.38 -1.69 0.07
C 1.72 0.73 -0.03
C -0.76 0.49 0.09
N 1.88 -0.53 -0.68
N 0.41 1.23 0.23
N -0.97 0.09 -1.27
O 2.69 1.39 0.07
H -3.73 1.49 2.04
H -0.62 -2.36 1.07
H 2.28 -2.31 0.32
H 2.82 -0.52 -0.90
H 0.34 2.07 0.83
H -1.35 0.76 -1.92
H -1.55 -0.84 -1.15
H -0.03 -0.05 -1.64

Its HOMO energy (spin up / spin down) is -12.81 / -12.70 eV. The value obtained for the LUMO energy (spin up / spin down) is -5.26 / -4.73 eV. The molar mass comes out at 138.15 g mol⁻¹. Its energy above the lowest of the compared OMol25 structures with the same formula, charge and spin is 671.0 kJ/mol. Its total charge is +1.